{"formula": "C20H24N5O4STe4Tl", "method": "ωB97M-V/def2-TZVPD", "species": ["Tl", "C", "C", "C", "C", "C", "C", "H", "H", "H", "H", "H", "H", "Te", "Te", "Te", "Te", "C", "N", "C", "C", "N", "H", "H", "H", "H", "H", "H", "S", "C", "N", "C", "C", "C", "N", "H", "H", "H", "H", "H", "H", "H", "H", "O", "C", "O", "C", "C", "C", "C", "C", "C", "N", "O", "O", "H", "H", "H", "H"], "xyz": [[0.6880, 0.7501, 1.2100], [0.1030, 1.4344, 4.9188], [0.2513, 2.6861, 4.3353], [-0.6752, 3.1300, 3.3998], [-1.7547, 2.3267, 3.0563], [-1.9133, 1.0819, 3.6526], [-0.9798, 0.6333, 4.5766], [0.8538, 1.0677, 5.6061], [1.1144, 3.2919, 4.5769], [-0.5320, 4.0818, 2.9025], [-2.4559, 2.6550, 2.2984], [-2.7362, 0.4416, 3.3583], [-1.0709, -0.3569, 5.0045], [6.2375, 0.0331, 4.7174], [8.8292, -0.7119, 4.9452], [5.4552, -0.4369, 2.0791], [3.0377, 0.5033, 3.1782], [2.0974, -2.0054, -3.5908], [2.6742, -0.7363, -3.1297], [2.5414, 0.3877, -4.0508], [2.5360, -0.4810, -1.8302], [2.4847, -0.2931, -0.6907], [1.0115, -1.9343, -3.6833], [2.3562, -2.7876, -2.8800], [2.5379, -2.2439, -4.5600], [1.4976, 0.5907, -4.3024], [3.0807, 0.1431, -4.9669], [2.9961, 1.2714, -3.6068], [0.9396, -2.1613, 2.0194], [-0.3713, -2.9058, 1.2777], [-1.0612, -3.8961, 1.9068], [-2.2521, -4.5468, 1.3967], [-2.2537, -4.4663, -0.1213], [-2.0299, -3.0215, -0.5331], [-0.7929, -2.5556, 0.0534], [-0.7024, -4.1188, 2.8189], [-3.1568, -4.0687, 1.7935], [-2.2569, -5.5865, 1.7304], [-3.1891, -4.8507, -0.5294], [-1.4322, -5.0733, -0.5099], [-2.8726, -2.3998, -0.2044], [-1.9502, -2.9152, -1.6134], [-0.3562, -1.7614, -0.3982], [-1.0950, -0.3779, -4.3313], [-0.8039, -0.0723, -3.1615], [-0.4408, -0.8241, -2.2295], [-1.0625, 1.3894, -2.7710], [-2.1870, 2.0342, -3.2761], [-2.4952, 3.3394, -2.9218], [-1.6828, 4.0273, -2.0329], [-0.5658, 3.3727, -1.5431], [-0.2272, 2.0767, -1.8958], [0.2603, 4.0915, -0.5397], [-0.0491, 5.2417, -0.2796], [1.1713, 3.4997, -0.0059], [-2.8092, 1.4872, -3.9734], [-3.3662, 3.8278, -3.3411], [-1.8928, 5.0381, -1.7200], [0.7182, 1.6541, -1.5894]], "orbital_gap_ev": 3.7, "homo_energy_ev": -0.350, "charge": -2, "multiplicity": 1, "lumo_ev": 3.399}


{"formula": "C20H24O7", "method": "ωB97M-V/def2-TZVPD", "species": ["C", "C", "O", "C", "O", "C", "C", "C", "C", "C", "C", "C", "C", "C", "C", "O", "C", "C", "O", "C", "O", "C", "C", "O", "C", "C", "O", "H", "H", "H", "H", "H", "H", "H", "H", "H", "H", "H", "H", "H", "H", "H", "H", "H", "H", "H", "H", "H", "H", "H", "H"], "xyz": [[-3.3927, -0.3948, 0.7614], [-2.8950, 0.9897, 0.3726], [-3.4590, 1.4445, -0.8699], [-2.6779, 1.0849, -1.9394], [-2.5690, -0.0851, -2.2518], [-2.0029, 2.1768, -2.7345], [-1.0401, 1.6116, -3.7852], [0.3071, 1.1351, -3.1237], [0.3878, -0.3753, -3.1873], [0.3101, -0.9966, -4.4018], [0.3713, -2.3437, -4.5516], [0.4816, -3.1276, -3.4334], [0.5626, -2.5336, -2.2234], [0.5393, -1.1564, -2.0602], [0.6850, -0.6223, -0.6731], [1.0846, 0.4918, -0.3848], [0.3470, -1.5599, 0.4529], [0.0491, -1.0005, 1.8221], [1.3046, -0.7791, 2.4368], [1.1549, -0.2244, 3.7227], [2.3711, 0.3283, 4.1047], [2.3411, 1.7214, 4.3506], [3.2856, 2.0784, 5.5048], [4.2773, 3.0048, 5.0820], [0.3464, -2.8723, 0.2817], [0.6820, -3.4588, -1.0409], [1.0017, -4.6276, -1.1578], [-3.0228, -1.1693, 0.0950], [-3.0572, -0.6377, 1.7723], [-4.4813, -0.3635, 0.7681], [-1.8061, 0.9802, 0.2532], [-3.1355, 1.6994, 1.1617], [-1.5128, 2.8993, -2.0815], [-2.8041, 2.6992, -3.2697], [-1.5625, 0.7964, -4.2783], [-0.8216, 2.4200, -4.4821], [0.3028, 1.5211, -2.1149], [1.1053, 1.5362, -3.7468], [0.1968, -0.3788, -5.2854], [0.3146, -2.7554, -5.5482], [0.5255, -4.2012, -3.5356], [-0.5517, -1.7337, 2.3699], [-0.4786, -0.0455, 1.7222], [0.9219, -1.0331, 4.4330], [0.3197, 0.4882, 3.7380], [2.7061, 2.2959, 3.4930], [1.3522, 2.0956, 4.6219], [3.7214, 1.1812, 5.9471], [2.6976, 2.5592, 6.2961], [5.1082, 2.7923, 5.5099], [0.1088, -3.5552, 1.0874]], "relative_energy_ev": 1.4384, "orbital_gap_ev": 8.6, "homo_energy_ev": -9.456, "smiles": "CCOC(=O)CCCc1cccc2c1C(=O)C(COCOCCO)=CC2=O", "charge": 0, "multiplicity": 1, "lumo_ev": -0.902}


{"formula": "C20H25AsBr2N5S4W", "method": "ωB97M-V/def2-TZVPD", "species": ["W", "C", "C", "C", "C", "N", "C", "C", "C", "C", "C", "C", "N", "C", "C", "C", "C", "C", "N", "H", "H", "H", "H", "H", "H", "H", "H", "H", "H", "H", "Br", "C", "Br", "H", "H", "S", "As", "S", "S", "S", "C", "C", "C", "C", "N", "N", "H", "H", "H", "H", "H", "H", "H", "H", "H", "H", "H", "H"], "xyz": [[1.2499, -0.5555, 0.7022], [-1.5700, -3.9506, 1.5693], [-2.6709, -3.3438, 2.1477], [-2.6423, -1.9731, 2.3528], [-1.5289, -1.2470, 1.9707], [-0.4589, -1.8369, 1.3823], [-0.4876, -3.1767, 1.1994], [-1.3793, 0.1966, 2.2222], [-2.3246, 0.9881, 2.8464], [-2.0073, 2.3102, 3.1267], [-0.7508, 2.7933, 2.8003], [0.1511, 1.9533, 2.1677], [-0.1795, 0.6855, 1.8589], [1.5066, 2.3497, 1.7534], [2.0921, 3.5344, 2.1499], [3.3651, 3.8520, 1.6929], [4.0153, 2.9580, 0.8609], [3.3913, 1.7712, 0.5349], [2.1513, 1.4594, 0.9594], [-1.5326, -5.0180, 1.4006], [-3.5351, -3.9233, 2.4443], [-3.4819, -1.4788, 2.8182], [0.3827, -3.6249, 0.7511], [-3.2908, 0.5912, 3.1191], [-2.7313, 2.9543, 3.6072], [-0.4872, 3.8157, 3.0247], [1.5739, 4.2048, 2.8182], [3.8380, 4.7782, 1.9912], [5.0071, 3.1542, 0.4783], [3.8932, 1.0480, -0.0873], [0.5492, 3.3028, -1.6919], [1.9629, 2.7797, -2.9011], [2.6717, 1.0262, -2.5439], [2.7675, 3.4968, -2.8018], [1.5519, 2.7608, -3.9029], [2.8926, -4.4044, 1.9723], [3.8567, -3.3511, 0.5934], [1.8550, -1.5328, 2.7038], [1.9037, -2.1283, -0.6584], [3.5174, -1.0540, 1.7653], [-1.1232, -0.4268, -4.3964], [-1.3284, -0.9303, -2.9720], [-2.7472, -0.6125, -2.4978], [-1.0482, -2.4251, -2.8906], [-0.2912, -0.2005, -2.1749], [-0.4839, -0.3756, -0.7553], [-1.7709, -0.9698, -5.0830], [-0.0912, -0.5742, -4.7135], [-1.3749, 0.6327, -4.4809], [-3.4772, -1.0331, -3.1879], [-2.9210, 0.4663, -2.4609], [-2.9779, -1.0419, -1.5164], [-1.7866, -2.9698, -3.4773], [-1.1240, -2.8223, -1.8680], [-0.0583, -2.6615, -3.2790], [-0.3893, 0.7958, -2.3538], [-0.9080, -1.2982, -0.6896], [-1.1856, 0.2818, -0.4011]], "orbital_gap_ev": 6.2, "homo_energy_ev": -17.510, "charge": 3, "multiplicity": 1, "lumo_ev": -11.298}